[1]
Here is a molecular structure, CS3Se4W in a non-equilibrium geometry from the Open Molecules 2025 dataset. Energies are from ωB97M-V with the def2-TZVPD basis set.

Geometry (Å):
W 0.03 0.01 -0.02
Se 2.35 1.22 -2.78
Se 1.68 1.46 0.86
Se 3.05 2.17 -0.92
Se 0.50 -0.13 -2.36
S -0.15 -1.92 1.05
S -3.12 -2.09 1.38
S -2.05 0.57 0.52
C -1.89 -1.24 0.99

As for the net charge: +2. The multiplicity is 1. Its calculated total energy is -10904.77770 Ha. The HOMO-LUMO gap (alpha / beta) comes out at 4.9 / 4.8 eV. Its maximum force is 1.76 eV/Å.

---

[2]
Here is a molecular structure, C24H44GdO3P2S in a non-equilibrium geometry from the Open Molecules 2025 dataset. Energies are from ωB97M-V with the def2-TZVPD basis set.

Geometry (Å):
Gd 1.39 -0.75 0.68
S 2.99 1.70 0.60
P 2.08 -0.34 -6.26
P -0.26 1.64 -6.21
O 1.55 1.45 1.10
O 3.08 2.73 -0.39
O 3.46 0.30 0.23
C 0.01 2.54 -3.25
C -1.44 0.90 -7.40
C -0.25 0.39 3.68
C -2.44 0.50 -2.59
C 2.00 -1.85 3.23
C -0.34 -0.47 -3.78
C 3.71 -0.15 -7.07
C -2.03 1.79 -1.94
C 0.63 -1.86 2.65
C 1.20 1.53 -3.23
C -0.92 2.52 -2.10
C 3.88 2.13 2.10
C -1.26 -0.93 1.72
C 1.34 -1.40 -7.58
C -1.70 0.10 -3.88
C -2.45 -0.05 1.51
C -0.47 3.43 -6.64
C 0.22 -2.69 1.53
C -1.66 -2.54 -0.26
C -0.31 -0.77 2.75
C -0.92 -2.06 0.94
C 1.12 -3.66 0.84
C 1.43 1.30 -6.89
C 0.86 0.15 -3.65
H 2.80 -1.99 2.46
H -2.45 1.05 -7.00
H 1.66 1.56 -2.22
H -3.50 0.64 -2.89
H 1.40 1.31 -8.00
H -1.29 -0.17 -7.51
H -2.28 0.95 1.90
H 4.28 -1.08 -6.99
H -0.52 3.58 -7.73
H -1.75 -3.64 -0.28
H -1.16 -2.24 -1.18
H 0.34 1.19 3.21
H -2.32 -0.68 -4.36
H 3.14 2.53 2.81
H 0.29 -1.61 -7.38
H 1.86 -2.36 -7.59
H -0.32 -1.57 -3.70
H 1.44 -0.93 -8.58
H 2.22 -0.92 3.77
H -1.73 0.93 -4.61
H 0.72 -3.99 -0.13
H 4.27 0.64 -6.56
H -2.67 0.07 0.44
H 1.24 -4.54 1.48
H -0.71 3.28 -1.34
H -1.24 0.79 3.91
H 0.36 4.01 -6.22
H -0.52 2.41 -4.22
H 0.24 0.12 4.63
H 3.61 0.12 -8.13
H -1.40 3.79 -6.19
H 4.65 2.87 1.84
H -2.67 -2.12 -0.32
H 4.34 1.23 2.55
H 2.12 -2.68 3.94
H -3.39 -0.41 1.97
H -1.39 1.38 -8.39
H 1.74 -0.51 -3.66
H 0.49 3.53 -3.26
H 2.15 -3.27 0.63
H -2.44 -0.34 -1.86
H -2.79 2.18 -1.26
H 2.12 2.08 -6.53
H 1.99 1.95 -3.90

As for the expectation value of S²: 16.051. As for the net charge: +1. The multiplicity is 8. Its calculated total energy is -3012.85268 Ha. Its energy relative to the best compared isomer or geometry (same formula, charge and spin) is 284.9 kJ/mol. The HOMO-LUMO gap (alpha / beta) comes out at 3.5 / 6.4 eV. Its maximum force is 2.48 eV/Å.

---

- Which of these has the lowest net charge?
  C24H44GdO3P2S

---

- Number 1 is which compound?
  CS3Se4W